# 1
A cluster of 2 separate species, CH5Br4NSi2 in total in a non-equilibrium geometry. Source: OMol25; level of theory: the ωB97M-V functional and the def2-TZVPD basis.

ORCA input file:
```
! RIJCOSX wB97M-V def2-TZVPD def2/J DEFGRID3
* xyz 0 1
C 1.70664 -0.82941 -0.26925
N 0.27499 -1.00728 -0.06634
Si -0.73075 -2.24111 -0.26267
Si -0.84831 2.25814 0.47506
Br -2.77500 -1.44079 0.31199
Br -1.42171 1.31899 -1.46043
Br 1.39818 2.63886 0.33377
Br -1.39634 1.55390 2.44510
H 2.41617 -0.97117 0.63868
H 1.87654 -1.42610 -1.12551
H 1.81888 0.25504 -0.60192
H -1.08140 -3.71074 -0.68990
H -1.23790 3.60166 0.27143
*
```

Summary:
* SMILES string: Br[SiH](Br)Br.C/N=[SiH]/Br
* energy above the lowest of the compared OMol25 structures with the same formula, charge and spin: 58.77 kcal/mol
* HOMO level: -9.343 eV

Mulliken atomic charge list, values in e, 4 entries: atom 1 (C): -0.654, atom 2 (N): 0.046, atom 3 (Si): 0.213, atom 4 (Si): 0.739


# 2
A structure of composition C4H10BNO in a non-equilibrium geometry. Source: OMol25; level of theory: the ωB97M-V functional and the def2-TZVPD basis.

ORCA input file:
```
! RIJCOSX wB97M-V def2-TZVPD def2/J DEFGRID3
* xyz 0 1
B -0.42403 -0.32293 0.07933
C 1.36124 -1.23210 0.07303
C 2.14739 0.04383 -0.30672
C 1.36310 1.28707 0.18943
C -2.77972 0.42822 -0.12791
N -1.78322 -0.63520 -0.01540
O -0.06136 0.92012 0.19218
H 1.43620 -1.77961 0.96888
H 1.45255 -1.81020 -0.73843
H 3.13900 0.26517 0.10827
H 2.20926 0.01458 -1.35615
H 1.76371 1.55887 1.15701
H 1.37261 2.14808 -0.49467
H -2.62255 1.30747 0.53923
H -2.83355 0.87016 -1.18842
H -3.71850 -0.01154 0.04397
H -2.14874 -1.46960 -0.39865
*
```

Summary:
* energy above the lowest of the compared OMol25 structures with the same formula, charge and spin: 17.29 kcal/mol
* HOMO level: -9.138 eV

Mulliken atomic charge list, values in e, 4 entries: atom 1 (B): 0.414, atom 2 (C): -1.037, atom 3 (C): -0.476, atom 4 (C): -0.370


# 3
An isolated molecule of C12H12BrN3O2 in a non-equilibrium geometry. Source: OMol25; level of theory: the ωB97M-V functional and the def2-TZVPD basis.

ORCA input file:
```
! RIJCOSX wB97M-V def2-TZVPD def2/J DEFGRID3
* xyz 0 1
C -4.48944 -2.79114 2.10792
C -5.16158 -2.61001 0.98741
C -4.58424 -2.11240 -0.30617
N -3.15154 -1.97360 -0.28153
C -2.50825 -0.81068 -0.38859
O -3.00996 0.28183 -0.59464
C -0.99005 -0.98219 -0.23625
O -0.47640 -2.05633 -0.01058
N -0.36766 0.21101 -0.38284
N 0.95561 0.37608 -0.30205
C 1.45177 1.53690 -0.45576
C 2.88157 1.74910 -0.37624
C 3.39985 3.03226 -0.55194
C 4.76530 3.22714 -0.47598
C 5.63435 2.17765 -0.22890
C 5.11426 0.90383 -0.05465
C 3.75325 0.68543 -0.12642
H 3.33491 -0.29890 0.00680
H 5.78535 0.08086 0.13841
H 6.69743 2.35398 -0.17404
Br 5.46735 4.98385 -0.71813
H 2.74142 3.86607 -0.74583
H 0.82243 2.41365 -0.65332
H -0.99085 1.00904 -0.56605
H -2.58059 -2.78799 -0.08868
H -4.99401 -1.12193 -0.53417
H -4.87202 -2.79456 -1.11596
H -6.22225 -2.81525 0.93914
H -4.97121 -3.14784 3.00128
H -3.43482 -2.58585 2.18774
*
```

Summary:
* SMILES string: C=CCNC(=O)C(=O)N/N=C/c1cccc(Br)c1
* HOMO level: -8.830 eV

Mulliken atomic charge list, values in e, 4 entries: atom 1 (C): -0.754, atom 2 (C): -0.099, atom 3 (C): -0.613, atom 4 (N): -0.205


Number 1: gap between HOMO and LUMO 9.131 eV. Number 2: gap between HOMO and LUMO 9.896 eV. Number 3: gap between HOMO and LUMO 8.631 eV.